1.
CH4NOP in the gas phase in a non-equilibrium geometry, computed with ωB97M-V with the def2-TZVPD basis set.

Structure (XYZ):
```
8
Properties=species:S:1:pos:R:3:mulliken_charge:R:1
H 2.575 0.109 0.148 0.233
N 1.862 -0.596 -0.027 -0.582
C 0.675 0.092 -0.201 -0.011
P -0.799 -0.910 -0.091 0.060
O -1.907 0.289 0.057 -0.483
H 0.559 1.071 -0.421 0.428
H -0.663 -0.740 1.214 0.027
H -2.770 -0.156 -0.053 0.329
```

## Properties
ΔE to the lowest compared entry with this formula, charge and spin   218.6 kJ/mol
Structure (SMILES)   [H]/N=C/PO


2.
C24H31N3O4S in the gas phase, computed with ωB97M-V with the def2-TZVPD basis set.

Structure (XYZ):
```
63
Properties=species:S:1:pos:R:3:mulliken_charge:R:1
C 2.910 3.306 -1.463 -0.982
C 3.426 2.468 -0.299 -0.485
O 3.029 1.110 -0.371 -0.567
C 1.723 0.774 -0.131 0.772
C 0.759 1.633 0.361 -0.132
C -0.545 1.197 0.572 -0.347
N -1.556 2.021 1.064 0.114
C -1.671 3.363 0.990 0.186
S -0.661 4.403 0.184 -0.467
N -2.746 3.919 1.609 -0.048
C -3.627 3.295 2.566 -1.239
C -4.802 2.525 1.931 0.223
C -5.531 3.290 0.821 -0.726
C -5.957 2.167 -0.121 -0.694
C -4.772 1.214 0.001 -0.339
O -4.337 1.310 1.351 -0.435
C -0.873 -0.143 0.319 -0.012
O -2.177 -0.554 0.531 -0.450
C -2.403 -1.303 1.718 -0.174
C -2.001 -2.769 1.619 -1.325
C 0.090 -1.005 -0.179 -0.526
C 1.384 -0.565 -0.408 -0.440
N 2.394 -1.385 -0.915 -0.146
C 2.387 -2.734 -1.101 0.659
O 1.447 -3.458 -0.838 -0.641
C 3.671 -3.229 -1.689 0.304
C 4.201 -2.573 -2.797 -0.447
C 5.363 -3.023 -3.395 -0.768
C 6.009 -4.134 -2.881 -0.580
C 5.485 -4.790 -1.782 -0.715
C 4.313 -4.360 -1.174 0.700
C 3.770 -5.077 0.021 -1.397
H 3.342 4.301 -1.410 0.372
H 1.828 3.398 -1.431 0.301
H 3.193 2.847 -2.407 0.309
H 4.519 2.421 -0.327 0.389
H 3.125 2.906 0.659 0.311
H 0.998 2.657 0.586 0.570
H -2.411 1.505 1.287 -0.071
H -2.787 4.922 1.512 0.280
H -4.034 4.077 3.210 0.545
H -3.062 2.593 3.188 0.383
H -5.497 2.258 2.742 0.381
H -6.366 3.872 1.204 0.436
H -4.832 3.956 0.313 0.277
H -6.115 2.503 -1.143 0.369
H -6.867 1.689 0.244 0.282
H -5.018 0.170 -0.196 0.357
H -3.957 1.515 -0.671 0.202
H -3.481 -1.217 1.883 0.273
H -1.882 -0.829 2.562 0.281
H -2.355 -3.299 2.500 0.437
H -2.446 -3.218 0.735 0.310
H -0.921 -2.877 1.560 0.339
H -0.166 -2.024 -0.411 0.802
H 3.255 -0.885 -1.094 0.302
H 3.683 -1.718 -3.209 0.544
H 5.761 -2.510 -4.258 0.397
H 6.920 -4.492 -3.339 0.384
H 5.994 -5.658 -1.387 0.346
H 4.347 -5.975 0.228 0.416
H 3.801 -4.431 0.898 0.291
H 2.730 -5.347 -0.146 0.307
```

## Properties
ΔE to the lowest compared entry with this formula, charge and spin   108.4 kJ/mol
Structure (SMILES)   CCOc1cc(NC(=S)NC[C@H]2CCCO2)c(OCC)cc1NC(=O)c1ccccc1C


3.
C43H44FN6O7RuS4 as an isolated structure in a non-equilibrium geometry, computed with ωB97M-V with the def2-TZVPD basis set.

Structure (XYZ):
```
106
Properties=species:S:1:pos:R:3:mulliken_charge:R:1
Ru -1.118 0.552 -0.681 -0.016
O -4.048 1.827 -3.591 -0.678
S -4.459 1.181 -2.383 1.091
O -5.095 -0.106 -2.490 -0.724
N -3.242 1.065 -1.267 0.095
C -3.583 1.623 -0.121 1.263
S -2.533 1.485 1.159 -0.798
C -4.880 2.347 -0.138 0.104
C -5.474 3.098 0.858 -0.701
C -6.660 3.756 0.557 -0.648
C -7.226 3.666 -0.713 -0.523
C -6.633 2.900 -1.709 -0.876
C -5.463 2.245 -1.386 0.224
H -5.014 3.165 1.836 0.518
H -7.147 4.355 1.315 0.397
H -8.140 4.205 -0.929 0.389
H -7.067 2.823 -2.697 0.487
C 0.674 -1.868 -5.451 -1.080
N 1.022 -2.522 -4.206 -0.072
C 0.133 -3.140 -3.415 0.471
N -1.111 -3.306 -3.932 -0.452
S 0.536 -3.715 -1.889 -0.436
H 1.586 -1.515 -5.924 0.347
H 0.020 -1.005 -5.287 0.258
H 0.186 -2.575 -6.123 0.403
H 1.858 -2.219 -3.731 0.154
H -1.466 -2.635 -4.594 0.248
H -1.781 -3.704 -3.296 0.256
C 5.676 -1.404 3.273 -2.191
C 4.990 -0.584 2.205 1.904
C 4.674 0.745 2.471 -1.109
C 4.058 1.526 1.503 -0.616
C 3.720 0.992 0.274 -0.470
C 4.012 -0.344 0.003 0.103
N 3.650 -0.937 -1.215 0.366
C 3.497 -0.175 -2.409 -0.101
C 4.568 -0.039 -3.290 -0.214
C 4.431 0.681 -4.466 -0.816
C 3.213 1.278 -4.776 -0.818
C 2.133 1.108 -3.927 -0.946
C 2.262 0.375 -2.751 -0.449
C 1.043 0.163 -1.910 1.018
O 1.104 0.157 -0.660 0.542
O -0.066 -0.002 -2.496 -0.708
C 4.671 -1.136 0.960 1.012
C 5.029 -2.559 0.612 -2.019
H 5.786 -0.815 4.184 0.350
H 6.674 -1.722 2.963 0.457
H 5.109 -2.303 3.522 0.433
H 4.917 1.168 3.439 0.320
H 3.830 2.566 1.703 0.459
H 3.224 1.608 -0.464 0.193
H 4.130 -1.807 -1.375 0.404
H 5.519 -0.489 -3.028 0.502
H 5.277 0.786 -5.133 0.371
H 3.105 1.863 -5.680 0.443
H 1.166 1.536 -4.155 0.334
H 4.141 -3.155 0.378 0.360
H 5.550 -3.055 1.426 0.434
H 5.691 -2.596 -0.259 0.414
N -1.864 -1.530 -0.687 0.001
C -2.351 -2.083 0.537 0.214
C -3.639 -1.793 0.976 -0.585
C -4.041 -2.204 2.236 -0.581
C -3.162 -2.917 3.057 -0.446
C -1.914 -3.268 2.582 -0.193
C -1.504 -2.850 1.324 -0.307
S -3.633 -3.261 4.749 1.384
O -3.726 -1.916 5.332 -0.711
O -4.908 -3.944 4.670 -0.707
O -2.529 -4.043 5.288 -0.750
H -2.612 -1.436 -1.368 0.297
H -1.129 -2.120 -1.085 -0.567
H -4.303 -1.222 0.336 0.450
H -5.024 -1.955 2.616 0.425
H -1.264 -3.850 3.224 0.539
H -0.515 -3.097 0.953 0.387
F 0.389 -1.046 7.462 -0.317
C 0.354 -0.881 6.149 0.475
C 1.592 -0.706 5.497 -0.746
C 1.578 -0.561 4.143 -0.281
C 0.334 -0.570 3.438 0.888
C 0.330 -0.480 2.077 0.234
C -0.894 -0.715 4.159 -0.102
C -0.884 -0.888 5.518 -1.171
H 2.505 -0.705 6.074 0.523
H 2.498 -0.443 3.582 0.288
H 1.252 -0.411 1.507 -0.550
H -0.588 -0.475 1.498 0.170
H -1.836 -0.718 3.623 0.759
H -1.805 -1.068 6.065 0.590
C -1.128 2.857 -3.282 -1.375
C -0.253 3.144 -2.104 0.261
C 0.690 4.145 -1.997 -1.014
C 1.202 4.086 -0.676 -1.025
C 0.547 3.048 -0.048 0.240
C 0.731 2.600 1.367 -0.201
N -0.348 2.464 -0.914 1.211
H -2.060 3.425 -3.247 0.362
H -1.401 1.805 -3.338 0.057
H -0.616 3.132 -4.208 0.374
H 0.959 4.846 -2.775 0.465
H 1.953 4.721 -0.225 0.468
H 1.161 3.408 1.962 0.478
H 1.413 1.745 1.434 -0.550
H -0.217 2.315 1.821 -0.026
```

## Properties
Net charge   -1


4.
A 12-piece molecular cluster, C4H31NO12 overall in a non-equilibrium geometry, computed with ωB97M-V with the def2-TZVPD basis set.

Structure (XYZ):
```
48
Properties=species:S:1:pos:R:3:mulliken_charge:R:1
C -0.886 -2.352 -0.307 -1.001
C -2.441 -2.009 0.040 -0.577
C -2.340 -1.099 1.224 0.423
O -2.771 -1.395 2.344 -0.756
N -1.978 0.227 1.044 0.218
C -2.384 1.216 2.036 -0.994
H -0.357 -2.877 0.449 0.431
H -0.743 -2.886 -1.260 0.305
H -0.386 -1.424 -0.494 0.166
H -2.915 -2.947 0.298 0.413
H -2.848 -1.474 -0.810 0.371
H -1.821 0.564 0.098 0.183
H -2.714 2.169 1.548 0.367
H -1.604 1.422 2.742 0.284
H -3.253 0.816 2.571 0.356
O -2.758 -3.479 -2.318 -0.604
H -2.180 -3.818 -3.017 0.320
H -2.442 -2.567 -2.307 0.305
O 0.922 0.743 2.067 -0.627
H 0.792 0.258 2.906 0.288
H 0.225 0.275 1.570 0.329
O 2.827 0.915 0.132 -0.578
H 2.265 1.505 0.653 0.186
H 2.731 0.071 0.585 0.374
O 3.029 0.937 -2.516 -0.647
H 3.889 0.532 -2.610 0.239
H 2.880 1.140 -1.585 0.457
O -1.605 0.402 -1.739 -0.596
H -1.707 1.272 -2.193 0.307
H -0.972 0.068 -2.407 0.297
O -1.474 2.977 -2.403 -0.674
H -1.495 3.780 -1.864 0.302
H -0.779 3.214 -3.041 0.299
O 3.706 -1.341 2.647 -0.639
H 2.807 -1.220 2.971 0.313
H 4.091 -0.462 2.580 0.319
O 0.770 -0.343 -3.097 -0.609
H 0.992 0.548 -2.790 0.303
H 0.944 -0.391 -4.039 0.259
O 0.307 4.046 -0.209 -0.605
H 0.181 3.460 0.546 0.311
H 1.077 3.755 -0.705 0.311
O 4.265 -0.278 -0.561 -0.570
H 4.568 0.217 0.199 0.299
H 4.426 -1.223 -0.558 0.252
O -0.589 -0.988 3.759 -0.666
H -0.894 -0.724 4.629 0.273
H -1.360 -1.233 3.190 0.279
```

## Properties
ΔE to the lowest compared entry with this formula, charge and spin   233.9 kJ/mol
Structure (SMILES)   CCC(=O)NC.O.O.O.O.O.O.O.O.O.O.O


no.,E (eV),highest occupied orbital energy (eV),HOMO-LUMO gap (eV)
1,-13926.268,-9.45,10.09
2,-48887.545,-7.47,8.13
3,-117222.052,-4.36,3.99
4,-30710.437,-9.80,9.85